# 1
Computed, not measured: one molecule with the formula C7H10, with the ωB97M-V functional and the def2-TZVPD basis.

Values from the calculation:
HOMO level: -8.31 eV
Energy above the lowest of the compared OMol25 structures with the same formula, charge and spin: 124.3 kcal/mol
Energy: -272.51999 Ha
M: 94.2 g/mol
Gap between HOMO and LUMO: 8.290 eV

Element x y z (Å)
C (-2.139, -0.272, 0.125)
C (-1.521, 0.805, -0.715)
C (-0.686, -0.341, -0.227)
C (1.788, -1.152, -1.075)
C (1.837, -0.677, 0.275)
C (1.554, 0.788, 0.624)
C (0.447, -0.178, 0.763)
H (-2.770, -1.006, -0.367)
H (-2.432, -0.033, 1.142)
H (-1.747, 0.859, -1.775)
H (-1.364, 1.769, -0.241)
H (-0.491, -1.115, -0.964)
H (1.329, -0.342, -1.676)
H (2.379, -1.269, 1.005)
H (1.555, 1.484, -0.209)
H (2.033, 1.155, 1.530)
H (0.228, -0.476, 1.788)

# 2
Computed, not measured: a 4-piece molecular cluster, C22H46BrO5P overall in a non-equilibrium geometry, with the ωB97M-V functional and the def2-TZVPD basis.

Values from the calculation:
HOMO level: -8.74 eV
Energy: -4157.42558 Ha
M: 501.5 g/mol
Structure (SMILES): CCCCCCCCCC[PH2](Br)CCC(=O)O.CC(C)=O.CC(C)=O.CC(C)=O
Gap between HOMO and LUMO: 9.245 eV

Element x y z (Å)
C (-0.768, -0.151, 5.600)
C (-1.071, -0.253, 4.113)
C (-2.487, 0.189, 3.759)
C (-2.801, 0.068, 2.272)
C (-3.142, -1.355, 1.798)
C (-2.447, -1.776, 0.499)
C (-0.940, -1.538, 0.484)
C (-0.209, -2.342, -0.587)
C (1.315, -2.358, -0.401)
C (1.983, -3.681, -0.834)
P (3.307, -4.090, 0.323)
Br (5.072, -3.515, -1.375)
C (2.204, -4.534, 1.808)
C (2.786, -5.642, 2.687)
C (2.355, -7.027, 2.278)
O (2.006, -7.915, 3.005)
O (2.420, -7.185, 0.928)
H (-0.673, 0.891, 5.915)
H (-1.565, -0.597, 6.199)
H (0.160, -0.659, 5.863)
H (-0.371, 0.365, 3.543)
H (-0.918, -1.282, 3.773)
H (-3.200, -0.411, 4.338)
H (-2.620, 1.225, 4.080)
H (-1.949, 0.452, 1.712)
H (-3.635, 0.732, 2.037)
H (-4.220, -1.437, 1.645)
H (-2.893, -2.080, 2.581)
H (-2.907, -1.251, -0.344)
H (-2.636, -2.841, 0.328)
H (-0.729, -0.479, 0.315)
H (-0.524, -1.773, 1.472)
H (-0.414, -1.893, -1.559)
H (-0.596, -3.366, -0.606)
H (1.541, -2.127, 0.645)
H (1.771, -1.559, -0.985)
H (1.276, -4.511, -0.790)
H (2.396, -3.626, -1.834)
H (3.927, -3.051, 1.004)
H (3.910, -5.339, 0.268)
H (2.082, -3.630, 2.408)
H (1.207, -4.821, 1.468)
H (3.883, -5.642, 2.645)
H (2.513, -5.532, 3.734)
H (2.148, -8.098, 0.745)
C (1.062, -1.072, -5.228)
C (0.595, -0.095, -4.178)
C (1.190, 1.290, -4.232)
O (-0.210, -0.408, -3.331)
H (0.570, -2.031, -5.090)
H (0.845, -0.683, -6.225)
H (2.145, -1.197, -5.164)
H (0.976, 1.751, -5.199)
H (2.276, 1.232, -4.141)
H (0.783, 1.902, -3.431)
C (-1.220, 3.025, -1.311)
C (-1.764, 3.365, 0.053)
C (-2.718, 4.533, 0.115)
O (-1.450, 2.745, 1.043)
H (-0.540, 2.179, -1.240)
H (-2.038, 2.780, -1.991)
H (-0.700, 3.898, -1.710)
H (-3.580, 4.345, -0.527)
H (-2.216, 5.424, -0.267)
H (-3.046, 4.693, 1.139)
C (0.527, 7.217, -3.736)
C (0.126, 7.239, -2.282)
C (0.030, 8.596, -1.629)
O (-0.104, 6.222, -1.670)
H (0.564, 6.193, -4.098)
H (-0.186, 7.795, -4.328)
H (1.502, 7.691, -3.862)
H (-0.697, 9.214, -2.159)
H (0.991, 9.109, -1.694)
H (-0.262, 8.489, -0.588)